53
Properties=species:S:1:pos:R:3:forces:R:3:mulliken_charge:R:1 method="wB97M-V/def2-TZVPD" smiles="CCN(CC)C(=O)CN(c1cccc(OC)c1)S(=O)(=O)c1ccc(C)cc1" max_force_ev_per_a=0.96 e_above_lowest_kcal_mol=67.0 orbital_gap_ev=9.0 lumo_energy_ev=0.61 homo_ha=-0.3065
C 2.997 2.723 0.598 -0.252 0.045 0.098 -0.807
H 3.193 3.336 -0.279 0.064 0.066 -0.088 0.281
H 3.203 1.684 0.356 0.047 -0.104 -0.020 -0.004
H 3.663 3.037 1.398 0.140 0.035 0.057 0.432
C 1.545 2.860 1.046 0.212 -0.191 0.144 -0.767
N 0.624 2.473 -0.011 0.183 0.142 0.127 0.372
C 0.236 1.181 -0.068 -0.115 0.134 0.014 0.954
O 0.632 0.350 0.730 -0.043 -0.075 0.109 -0.605
C -0.717 0.788 -1.201 0.266 0.085 -0.051 -1.453
N -1.041 -0.610 -1.137 0.658 -0.446 -0.532 0.187
C -1.948 -1.080 -0.165 -0.422 -0.487 0.662 -0.807
C -1.532 -1.865 0.896 0.008 0.165 -0.065 0.237
C -2.471 -2.338 1.799 -0.074 0.004 -0.060 -1.133
C -3.807 -2.030 1.655 -0.155 0.082 -0.106 -0.590
C -4.230 -1.236 0.588 0.124 -0.019 0.156 0.437
C -3.295 -0.762 -0.321 -0.128 0.091 -0.087 0.225
H -3.587 -0.164 -1.170 -0.068 0.021 -0.117 0.474
O -5.569 -0.988 0.525 0.170 -0.171 0.206 -0.462
C -6.066 -0.254 -0.568 -0.072 0.109 -0.148 -0.777
H -7.146 -0.221 -0.433 0.077 0.031 -0.058 0.237
H -5.834 -0.744 -1.519 0.003 0.023 0.026 0.320
H -5.673 0.768 -0.579 0.001 -0.040 -0.011 0.303
H -4.548 -2.393 2.350 -0.085 -0.042 0.089 0.453
H -2.153 -2.951 2.629 0.023 -0.052 0.075 0.409
H -0.484 -2.074 1.025 0.075 0.017 0.061 0.618
S -0.002 -1.667 -1.896 -0.222 -0.143 -0.595 1.468
O -0.688 -2.921 -1.990 0.114 0.041 0.419 -0.717
O 0.381 -0.995 -3.111 0.239 0.155 0.329 -0.781
C 1.487 -1.895 -0.929 -0.550 -0.013 -0.381 -0.010
C 2.518 -0.985 -1.052 0.149 0.077 -0.063 -0.386
C 3.672 -1.167 -0.313 -0.122 -0.035 -0.054 -0.780
C 3.802 -2.255 0.546 -0.043 -0.038 -0.035 0.910
C 2.761 -3.172 0.631 0.002 0.091 -0.023 -0.842
C 1.604 -2.998 -0.109 -0.108 -0.107 -0.008 -0.386
H 0.796 -3.712 -0.075 -0.053 -0.115 0.058 0.597
H 2.857 -4.031 1.280 0.018 -0.094 0.040 0.371
C 5.043 -2.423 1.367 -0.029 0.035 0.025 -1.502
H 5.149 -3.449 1.709 0.060 -0.055 0.042 0.396
H 4.996 -1.775 2.242 0.062 0.013 0.079 0.291
H 5.926 -2.148 0.794 0.090 -0.007 0.004 0.368
H 4.487 -0.463 -0.402 0.069 0.070 -0.030 0.444
H 2.409 -0.157 -1.735 0.072 0.133 -0.066 0.564
H -1.633 1.382 -1.157 0.077 -0.038 -0.082 0.245
H -0.231 0.935 -2.170 -0.136 0.296 0.111 0.490
C 0.181 3.515 -0.912 -0.377 0.139 -0.033 -0.697
H 0.997 4.235 -1.016 -0.015 -0.111 -0.112 0.402
C -1.064 4.234 -0.392 0.243 -0.063 -0.143 -1.091
H -1.890 3.538 -0.271 -0.110 -0.060 0.012 0.238
H -1.362 5.011 -1.091 -0.088 0.122 -0.044 0.388
H -0.865 4.694 0.572 -0.005 0.052 0.098 0.321
H -0.017 3.093 -1.898 0.090 0.073 0.007 0.391
H 1.365 2.197 1.896 -0.013 0.190 -0.042 0.371
H 1.326 3.888 1.340 -0.052 -0.035 0.005 0.402



56
Properties=species:S:1:pos:R:3:forces:R:3:mulliken_charge:R:1 method="wB97M-V/def2-TZVPD" max_force_ev_per_a=2.68 orbital_gap_ev=8.2 lumo_energy_ev=-1.45 homo_ha=-0.3544
N -3.540 -2.491 3.947 -0.112 0.508 1.211 -0.516
C -3.019 -2.527 2.931 -0.213 -1.014 -0.973 0.609
O -2.611 -2.848 1.739 0.799 0.611 -0.288 -0.435
C -3.087 -1.955 0.724 -0.737 0.265 0.053 -0.860
C -3.422 -2.684 -0.561 -0.377 -0.213 0.573 0.576
P -4.607 -4.049 -0.305 -0.649 -0.422 -1.145 0.810
O -5.632 -4.049 -1.345 -0.117 0.426 -0.335 -0.754
O -3.774 -5.418 -0.324 0.353 0.457 0.679 -0.549
O -5.186 -3.942 1.163 0.558 -0.276 0.141 -0.487
C -4.042 -1.605 -1.468 0.589 -0.405 0.300 -1.191
N -3.021 -0.601 -1.757 -0.496 -0.151 0.009 -0.202
C -2.437 -0.075 -0.603 -0.094 0.567 -0.461 -0.435
N -2.120 1.160 -0.612 -0.165 0.016 -0.056 0.224
C -1.484 1.889 0.565 0.539 1.032 2.410 0.490
O -0.265 2.011 0.428 -0.202 -0.169 -0.560 -0.541
O -2.257 2.201 1.468 0.104 -0.493 -1.329 -0.670
N -2.190 -0.807 0.557 0.349 -0.745 -0.377 0.327
C -0.755 -1.085 0.738 0.336 0.122 0.456 -0.604
C -0.249 -2.221 -0.147 0.305 0.201 0.248 0.252
O -0.195 -2.117 -1.335 -0.481 -0.168 -0.455 -0.482
O 0.142 -3.350 0.479 0.413 0.290 -0.155 -0.481
H -4.030 -1.553 1.095 -0.083 0.113 0.074 0.758
H -2.543 -3.088 -1.062 0.142 -0.093 0.045 0.539
H -3.235 -5.443 -1.123 0.013 -0.366 -0.068 0.347
H -5.244 -4.818 1.570 -0.125 0.083 0.295 0.331
H -4.859 -1.117 -0.944 -0.247 0.024 -0.080 0.406
H -4.436 -2.080 -2.356 0.003 0.238 -0.290 0.451
H -2.303 -0.940 -2.391 0.120 0.174 -0.085 0.360
H -2.273 1.688 -1.460 0.049 -0.148 -0.222 0.383
H -0.561 -1.252 1.793 -0.091 -0.183 0.150 0.670
H -0.180 -0.197 0.482 -0.091 0.177 -0.118 0.270
H 0.484 -3.089 1.343 -0.271 -0.369 0.292 0.408
C 2.205 0.309 -3.948 0.000 -0.027 -0.024 -0.455
C 3.477 0.635 -3.731 -0.037 -0.020 -0.004 -0.446
C 3.847 1.654 -2.712 0.031 -0.022 0.062 0.408
O 5.007 1.950 -2.514 0.008 0.011 -0.020 -0.572
C 2.747 2.289 -1.952 -0.001 0.018 -0.019 -0.066
C 1.478 1.965 -2.169 -0.124 0.085 -0.102 -0.218
C 1.108 0.949 -3.180 0.018 -0.016 0.046 0.579
O -0.056 0.648 -3.375 -0.066 -0.030 0.027 -0.581
H 1.912 -0.430 -4.683 -0.028 0.002 0.013 0.418
H 4.294 0.181 -4.276 0.024 0.020 0.019 0.416
H 3.036 3.023 -1.214 -0.005 0.000 0.011 0.329
H 0.660 2.412 -1.620 0.051 -0.049 0.099 0.174
C 3.664 2.360 3.284 0.007 0.014 0.033 -0.434
C 4.110 3.333 4.073 -0.016 -0.045 -0.013 -0.338
C 4.916 4.456 3.531 0.003 0.016 0.007 0.297
O 5.325 5.341 4.249 0.009 0.010 0.013 -0.549
C 5.205 4.451 2.074 -0.010 -0.019 -0.039 -0.382
C 4.759 3.478 1.285 0.003 0.040 -0.011 -0.176
C 3.952 2.356 1.828 0.004 0.050 -0.009 0.487
O 3.545 1.471 1.107 -0.016 -0.122 -0.037 -0.528
H 3.075 1.533 3.659 -0.020 -0.005 -0.035 0.399
H 3.910 3.356 5.136 0.016 0.038 0.004 0.407
H 5.794 5.278 1.699 0.004 0.015 0.035 0.429
H 4.961 3.454 0.220 0.022 -0.057 0.004 0.399